[1]
A 7-piece molecular cluster, C38H48F2N7 overall in a non-equilibrium geometry, computed with ωB97M-V with the def2-TZVPD basis set.

The net charge is +1. Its HOMO energy is -11.1 eV. Its total energy is -2059.4638 Ha.

Last column: Löwdin charge in e.
Geometry (Å):
C1 3.020 -5.073 2.957  -0.0985
C2 2.849 -3.772 2.159  -0.2397
C3 3.113 -2.546 3.059  -0.1389
C4 2.272 -1.291 2.785  -0.2815
C5 2.997 -0.044 3.307  -0.0281
N1 0.945 -1.364 3.487  0.0031
F1 0.288 -0.178 3.195  0.0406
C6 0.064 -2.478 3.056  -0.0910
C7 -1.406 -2.345 3.438  -0.1230
C8 -2.188 -3.401 2.630  -0.2061
F2 -3.462 -2.956 2.429  -0.0115
H1 2.853 -5.942 2.322  0.0799
H2 4.023 -5.154 3.373  0.0831
H3 2.297 -5.135 3.775  0.0688
H4 3.567 -3.803 1.340  0.1168
H5 1.863 -3.766 1.699  0.0863
H6 4.141 -2.230 2.893  0.1302
H7 3.054 -2.839 4.112  0.1269
H8 2.047 -1.171 1.725  0.1458
H9 3.199 -0.180 4.373  0.1006
H10 2.444 0.870 3.113  0.0762
H11 3.947 0.050 2.787  0.0923
H12 1.084 -1.329 4.503  0.2150
H13 0.153 -2.549 1.975  0.1210
H14 0.485 -3.388 3.488  0.1466
H15 -1.591 -2.510 4.500  0.1273
H16 -1.844 -1.385 3.168  0.1035
H17 -2.187 -4.361 3.146  0.1300
H18 -1.726 -3.540 1.648  0.1205
N2 -2.020 -1.132 -1.747  0.0739
C9 -3.002 -0.256 -1.958  -0.1606
C10 -3.238 0.854 -1.156  -0.0650
C11 -2.407 1.063 -0.069  -0.0593
C12 -1.380 0.160 0.166  -0.0899
C13 -1.231 -0.911 -0.701  -0.1915
H19 -3.631 -0.459 -2.818  0.1056
H20 -4.057 1.526 -1.372  0.0849
H21 -2.556 1.914 0.583  0.1114
H22 -0.703 0.288 1.000  0.0750
H23 -0.431 -1.636 -0.559  0.0930
N3 -6.554 1.690 -0.950  0.0447
C14 -7.354 2.484 -0.238  -0.1512
C15 -8.736 2.382 -0.238  -0.0686
C16 -9.324 1.403 -1.023  -0.0731
C17 -8.509 0.569 -1.770  -0.0677
C18 -7.137 0.753 -1.698  -0.1535
H24 -6.856 3.239 0.359  0.1033
H25 -9.335 3.054 0.360  0.1037
H26 -10.400 1.292 -1.052  0.1085
H27 -8.925 -0.208 -2.397  0.1039
H28 -6.464 0.119 -2.265  0.0972
N4 -2.178 1.468 8.082  0.0640
C19 -3.426 1.094 7.802  -0.1376
C20 -3.829 0.619 6.562  -0.0618
C21 -2.881 0.531 5.558  -0.0891
C22 -1.580 0.918 5.831  -0.0912
C23 -1.280 1.377 7.105  -0.1557
H29 -4.134 1.183 8.618  0.1093
H30 -4.857 0.328 6.392  0.1065
H31 -3.156 0.170 4.573  0.0979
H32 -0.814 0.873 5.069  0.0724
H33 -0.274 1.692 7.361  0.1037
N5 4.005 1.423 0.268  0.0561
C24 2.745 1.016 0.116  -0.1814
C25 2.259 0.400 -1.024  -0.0643
C26 3.128 0.210 -2.084  -0.0646
C27 4.437 0.646 -1.961  -0.0603
C28 4.826 1.236 -0.766  -0.1429
H34 2.090 1.199 0.964  0.0852
H35 1.224 0.090 -1.086  0.0747
H36 2.786 -0.254 -3.000  0.1082
H37 5.142 0.530 -2.773  0.0965
H38 5.843 1.584 -0.624  0.1059
N6 0.515 1.764 -3.914  0.0606
C29 -0.739 1.331 -4.048  -0.1552
C30 -1.224 0.720 -5.194  -0.0694
C31 -0.360 0.548 -6.264  -0.0751
C32 0.948 0.991 -6.142  -0.0672
C33 1.335 1.589 -4.952  -0.1602
H39 -1.383 1.485 -3.189  0.0847
H40 -2.252 0.389 -5.246  0.0983
H41 -0.700 0.077 -7.177  0.1067
H42 1.656 0.878 -6.952  0.0956
H43 2.351 1.942 -4.815  0.0809
N7 4.895 1.768 -5.553  0.0480
C34 5.712 2.680 -5.026  -0.1588
C35 6.817 3.195 -5.684  -0.0670
C36 7.093 2.737 -6.962  -0.0721
C37 6.256 1.789 -7.527  -0.0667
C38 5.175 1.340 -6.784  -0.1525
H44 5.459 3.013 -4.024  0.0999
H45 7.442 3.937 -5.208  0.1040
H46 7.947 3.114 -7.510  0.1089
H47 6.435 1.404 -8.521  0.1044
H48 4.495 0.600 -7.190  0.0999

Atoms 1-3, force components in eV/Å:
C -0.24 0.04 -0.27
C 0.26 -0.53 0.44
C -0.34 -0.20 -0.61

---

[2]
A 2-piece molecular cluster, C5H11N overall in a non-equilibrium geometry, computed with ωB97M-V with the def2-TZVPD basis set.

Its HOMO energy is -8.4 eV. Its total energy is -251.8000 Ha.

Last column: Löwdin charge in e.
Geometry (Å):
C1 0.252 3.319 -0.001  -0.0809
C2 -0.310 2.147 -0.368  -0.0859
H1 0.985 3.369 0.834  0.0510
H2 0.055 4.239 -0.547  0.0392
H3 -0.327 1.187 0.240  0.0533
H4 -0.877 2.124 -1.272  0.0321
C3 0.785 -1.309 -0.979  -0.0676
C4 -0.099 -1.609 0.236  -0.4694
C5 -1.445 -1.582 0.136  0.0036
N1 0.549 -1.881 1.474  0.0744
H5 1.675 -1.995 -0.999  0.0853
H6 1.201 -0.304 -0.904  0.0529
H7 0.296 -1.398 -1.952  0.0741
H8 -2.060 -1.667 1.032  0.0525
H9 -1.922 -1.520 -0.819  0.0424
H10 1.385 -1.377 1.709  0.0776
H11 -0.143 -1.742 2.179  0.0653

Atoms 1-3, force components in eV/Å:
C 0.31 -1.47 0.37
C 0.43 0.31 1.47
H -0.92 0.09 -0.45

---

[3]
A 8-piece molecular cluster, C12H16Cl23O3PS overall, computed with ωB97M-V with the def2-TZVPD basis set.

Its HOMO energy is -8.8 eV. Its total energy is -12016.4644 Ha.

Last column: Löwdin charge in e.
Geometry (Å):
C1 -0.065 -4.039 -2.723  -0.1165
C2 0.140 -3.032 -1.647  -0.7040
Cl1 -1.293 -2.342 -0.961  0.6929
C3 1.307 -2.587 -1.197  -0.8562
Cl2 2.803 -3.166 -1.832  0.7494
O1 1.436 -1.622 -0.249  -0.3686
S1 1.356 -2.216 1.336  0.9001
O2 2.667 -2.717 1.656  -0.3891
O3 1.158 -0.773 1.996  -0.6000
P1 2.297 0.508 2.122  0.8366
C4 3.758 -0.193 2.962  -0.2848
C5 2.907 0.828 0.448  -0.3193
H1 -1.027 -4.528 -2.600  0.0707
H2 0.720 -4.792 -2.704  0.0667
H3 -0.044 -3.562 -3.704  0.0925
H4 4.574 -0.463 2.289  0.0340
H5 3.487 -1.092 3.511  0.0371
H6 4.090 0.567 3.669  0.0206
H7 3.632 0.114 0.061  0.0183
H8 2.055 0.933 -0.219  0.0206
H9 3.379 1.810 0.527  -0.0007
C6 6.654 2.006 1.654  -1.5304
Cl3 8.189 2.857 1.564  0.5412
Cl4 5.387 3.076 2.265  0.5499
Cl5 6.185 1.330 0.088  0.5364
H10 6.761 1.181 2.347  0.0129
C7 -2.124 1.747 -0.241  -1.5615
Cl6 -0.613 2.583 0.123  0.5544
Cl7 -3.311 2.019 1.039  0.5166
Cl8 -2.771 2.221 -1.805  0.5317
H11 -1.896 0.688 -0.279  -0.0449
C8 -0.582 4.084 3.681  -1.5693
Cl9 -1.624 3.660 5.040  0.5194
Cl10 -0.066 5.770 3.786  0.5190
Cl11 0.800 2.998 3.581  0.4831
H12 -1.158 3.969 2.772  -0.0311
C9 10.701 -0.487 -0.328  -1.5495
Cl12 11.706 0.763 -1.063  0.5263
Cl13 11.178 -0.774 1.346  0.5220
Cl14 8.995 -0.057 -0.425  0.4967
H13 10.855 -1.405 -0.880  0.0101
C10 -5.376 -2.055 -0.046  -1.5085
Cl15 -6.772 -1.007 -0.278  0.4967
Cl16 -5.205 -3.176 -1.397  0.5376
Cl17 -3.912 -1.093 0.164  0.5140
H14 -5.529 -2.633 0.855  0.0176
C11 -6.363 2.078 -4.181  -1.5469
Cl18 -6.599 1.181 -2.683  0.4929
Cl19 -5.334 3.488 -3.927  0.5156
Cl20 -5.697 1.033 -5.437  0.5283
H15 -7.328 2.431 -4.519  0.0107
C12 -10.987 -1.188 -1.167  -1.5519
Cl21 -10.363 -2.627 -1.973  0.5269
Cl22 -11.512 -1.560 0.473  0.5284
Cl23 -9.782 0.099 -1.168  0.4954
H16 -11.847 -0.839 -1.723  0.0099

Atoms 1-3, force components in eV/Å:
C 0.06 -0.11 -0.09
C -0.04 0.09 0.06
Cl -0.02 -0.06 -0.10

---

[4]
C27H14BrN5O4Sc as an isolated structure in a non-equilibrium geometry, computed with ωB97M-V with the def2-TZVPD basis set.

The net charge is +1. Its HOMO energy is -11.1 eV. Its total energy is -4946.6014 Ha.

Last column: Löwdin charge in e.
Geometry (Å):
Sc1 -0.158 0.140 -0.240  1.0512
Br1 -0.043 -3.397 0.116  0.8201
C1 -1.807 -2.688 0.062  -0.6892
C2 -2.937 -3.480 0.002  -0.0561
C3 -4.166 -2.828 -0.028  0.0001
C4 -4.213 -1.439 0.019  0.0418
C5 -3.016 -0.740 0.079  -0.1467
N1 -1.828 -1.364 0.101  -0.0257
C6 -2.907 0.810 0.140  -0.5550
O1 -3.905 1.480 0.168  0.1424
O2 -1.684 1.209 0.180  -0.1143
H1 -2.852 -4.554 -0.028  0.1183
H2 -5.076 -3.409 -0.087  0.1270
H3 -5.148 -0.897 0.000  0.1350
O3 5.868 0.580 4.751  0.1277
N2 5.630 -0.034 3.743  -0.3508
O4 6.414 -0.674 3.086  0.1055
C7 4.240 -0.014 3.285  -0.0631
C8 3.271 0.007 4.239  0.0897
C9 1.895 -0.008 3.879  -0.1085
C10 0.860 -0.005 4.832  0.0404
C11 -0.442 -0.006 4.395  -0.0002
C12 -0.702 -0.016 3.020  -0.0683
N3 0.251 -0.025 2.095  0.0491
C13 1.539 -0.016 2.512  -0.1281
C14 2.572 -0.001 1.505  -0.1294
N4 2.179 0.042 0.211  0.0334
C15 3.112 0.059 -0.731  -0.0772
C16 4.478 0.045 -0.448  0.0073
C17 4.899 0.014 0.861  0.0516
C18 3.935 -0.017 1.886  -0.0467
H4 3.553 0.034 5.283  0.1427
H5 1.099 0.003 5.884  0.1345
H6 -1.268 0.008 5.090  0.1232
H7 -1.729 -0.010 2.667  0.1223
H8 2.755 0.093 -1.757  0.1111
H9 5.188 0.069 -1.256  0.1229
H10 5.950 0.000 1.100  0.1204
N5 0.006 0.007 -10.330  0.1788
C19 -0.004 0.004 -9.184  -0.1858
C20 -0.006 -0.003 -7.768  -0.2228
C21 -0.665 1.010 -7.066  -0.0060
C22 -0.652 1.005 -5.688  -0.0104
C23 0.015 -0.012 -4.998  -0.2531
C24 0.668 -1.026 -5.702  -0.0150
C25 0.656 -1.023 -7.081  -0.0103
C26 0.014 0.008 -3.579  -0.1260
C27 0.036 0.050 -2.361  -0.0998
H11 -1.183 1.785 -7.611  0.1255
H12 -1.153 1.777 -5.123  0.1233
H13 1.175 -1.810 -5.157  0.1192
H14 1.148 -1.804 -7.642  0.1242

Atoms 1-3, force components in eV/Å:
Sc 0.82 -0.83 0.43
Br -0.23 -0.02 -0.06
C 0.50 -0.01 0.07